1.
This record from the Open Molecules 2025 dataset describes C27H45BrN2O2P2Pd as an isolated structure in a non-equilibrium geometry. The level of theory is ωB97M-V/def2-TZVPD.

The geometry in XYZ format:
```
80
Properties=species:S:1:pos:R:3
N 3.935 8.349 -4.454
C 4.510 7.269 -4.991
C 4.253 5.972 -4.526
C 3.352 5.797 -3.453
C 2.766 6.953 -2.889
C 3.086 8.205 -3.435
C 3.003 4.469 -2.990
Pd 0.781 -1.209 0.427
P -4.986 -3.744 -0.196
C 1.878 4.209 -2.272
C 1.544 2.890 -1.812
C 0.220 2.618 -1.415
C -0.128 1.337 -0.968
C 0.918 0.445 -0.787
C 2.197 0.611 -1.301
C 2.531 1.881 -1.779
Br -1.246 -2.130 -0.747
H 3.661 3.667 -3.321
H 1.155 5.004 -2.092
H 4.720 5.111 -5.007
H 2.071 6.889 -2.054
H 5.202 7.419 -5.825
H 2.636 9.107 -3.019
H -0.520 3.415 -1.477
H 3.549 2.100 -2.092
H -1.150 1.037 -0.768
H 2.910 -0.207 -1.299
P 0.055 -0.278 2.297
C -4.129 -3.609 -1.817
C -5.082 -3.770 -3.003
H -3.352 -4.386 -1.833
H -3.628 -2.631 -1.837
H -4.509 -3.957 -3.916
H -5.762 -4.615 -2.853
H -5.682 -2.869 -3.168
C -5.359 -1.993 0.211
C -6.574 -1.841 1.134
H -5.549 -1.500 -0.753
H -4.447 -1.573 0.656
H -6.906 -0.798 1.147
H -7.416 -2.454 0.794
H -6.342 -2.125 2.165
C -3.677 -4.204 1.008
C -3.633 -5.721 1.204
H -3.943 -3.706 1.956
H -2.724 -3.790 0.628
H -3.021 -5.983 2.072
H -4.638 -6.119 1.374
H -3.212 -6.234 0.335
C 0.227 -1.450 3.684
C 0.956 -0.901 4.903
H 0.760 -2.315 3.271
H -0.797 -1.761 3.927
H 2.026 -0.775 4.694
H 0.538 0.053 5.250
H 0.868 -1.620 5.727
C -1.722 0.106 2.199
C -2.082 1.588 2.224
H -2.177 -0.424 3.049
H -2.067 -0.390 1.276
H -1.805 2.059 3.174
H -1.605 2.138 1.406
H -3.166 1.692 2.106
C 0.982 1.270 2.572
C 2.483 1.089 2.355
H 0.747 1.636 3.583
H 0.577 2.000 1.855
H 2.914 1.971 1.864
H 3.023 0.927 3.296
H 2.686 0.228 1.701
N 4.848 -3.357 -0.664
C 4.715 -3.102 0.803
C 3.307 -2.552 0.996
O 2.907 -2.253 2.138
O 2.668 -2.436 -0.118
H 4.534 -4.318 -0.837
H 5.814 -3.286 -0.985
H 4.205 -2.717 -1.172
H 4.849 -4.030 1.358
H 5.473 -2.378 1.106
```

Values from the calculation:
Energy ... -127902.820 eV
LUMO energy (alpha / beta) ... -1.0 / -1.0 eV
HOMO-LUMO gap (alpha / beta) ... 5.33 / 5.33 eV

2.
This record from the Open Molecules 2025 dataset describes a 15-piece molecular cluster, C27H45Cl28NO4 overall in a non-equilibrium geometry. The level of theory is ωB97M-V/def2-TZVPD.

The geometry in XYZ format:
```
105
Properties=species:S:1:pos:R:3
C 0.646 -1.083 7.411
C 0.374 0.280 6.549
O -0.376 1.239 7.161
N 0.871 0.609 5.164
C 1.678 1.887 5.105
C 1.548 -0.553 4.475
C 0.512 -1.716 3.926
C -0.821 -1.130 3.167
C -2.233 -1.890 3.634
C -3.334 -0.848 4.291
C -4.101 -1.280 5.514
O -3.961 -2.619 6.153
C -5.175 -0.245 6.226
O -5.852 -0.660 7.301
C -5.417 1.300 5.706
C -4.670 1.740 4.494
C -3.666 0.667 3.697
O -3.181 1.121 2.509
H 1.327 -0.922 8.378
H -0.412 -1.420 7.849
H 1.044 -1.998 6.802
H 1.426 2.675 5.931
H 2.849 1.710 5.053
H 1.401 2.405 4.066
H 2.135 -0.141 3.544
H 2.335 -1.046 5.187
H 0.229 -2.461 4.785
H 1.108 -2.351 3.111
H -0.751 -1.304 1.989
H -0.940 0.030 3.315
H -2.707 -2.496 2.722
H -1.982 -2.726 4.447
H -4.459 -3.231 5.512
H -6.135 2.053 6.262
H -4.803 2.835 4.050
C 0.749 3.716 1.136
Cl 0.766 1.949 1.181
Cl 2.297 4.381 1.673
H 0.558 4.044 0.111
H -0.043 4.082 1.794
C -2.131 -4.359 0.340
Cl -3.582 -3.408 0.678
Cl -0.732 -3.714 1.206
H -2.300 -5.391 0.655
H -1.929 -4.330 -0.734
C 0.366 -0.104 -2.113
Cl -0.569 1.295 -1.570
Cl -0.055 -1.549 -1.187
H 0.155 -0.284 -3.170
H 1.430 0.106 -1.981
C 2.749 1.351 -4.949
Cl 3.293 0.773 -3.369
Cl 1.074 0.879 -5.257
H 2.822 2.441 -4.973
H 3.388 0.921 -5.724
C -2.417 -8.665 0.071
Cl -1.933 -7.455 1.266
Cl -3.142 -7.902 -1.349
H -1.535 -9.230 -0.240
H -3.147 -9.340 0.524
C 0.140 -2.764 -6.100
Cl 1.767 -2.786 -6.791
Cl 0.199 -2.792 -4.333
H -0.373 -1.856 -6.425
H -0.407 -3.643 -6.451
C -3.931 4.383 1.552
Cl -5.382 5.333 1.890
Cl -2.532 5.028 2.419
H -4.100 3.350 1.868
H -3.729 4.412 0.478
C -4.733 8.318 4.526
Cl -6.387 7.985 5.054
Cl -4.445 10.057 4.395
H -4.036 7.896 5.254
H -4.572 7.856 3.549
C 3.119 -5.473 0.831
Cl 1.888 -5.155 -0.397
Cl 2.917 -4.406 2.226
H 3.033 -6.511 1.161
H 4.107 -5.305 0.395
C 4.555 2.135 -8.637
Cl 4.547 0.674 -7.641
Cl 3.994 3.535 -7.715
H 5.573 2.322 -8.985
H 3.893 1.984 -9.493
C 5.842 -1.932 -3.801
Cl 4.260 -1.935 -4.589
Cl 5.682 -2.123 -2.051
H 6.438 -2.759 -4.196
H 6.342 -0.984 -4.011
C -0.481 -6.999 -4.675
Cl -1.712 -6.682 -5.903
Cl -0.683 -5.932 -3.280
H -0.567 -8.037 -4.345
H 0.507 -6.832 -5.111
C 0.797 5.754 -8.891
Cl 0.813 3.987 -8.845
Cl 2.344 6.419 -8.353
H 0.605 6.082 -9.915
H 0.005 6.119 -8.232
C 4.745 6.657 -5.210
Cl 6.476 6.376 -5.437
Cl 3.926 5.185 -4.676
H 4.607 7.435 -4.455
H 4.310 6.983 -6.158
```

Values from the calculation:
Energy ... -389026.590 eV
LUMO energy ... -1.5 eV
HOMO-LUMO gap ... 7.44 eV

Please write out number 1 again, unchanged.
This record from the Open Molecules 2025 dataset describes C27H45BrN2O2P2Pd as an isolated structure in a non-equilibrium geometry. The level of theory is ωB97M-V/def2-TZVPD.

The geometry in XYZ format:
```
80
Properties=species:S:1:pos:R:3
N 3.935 8.349 -4.454
C 4.510 7.269 -4.991
C 4.253 5.972 -4.526
C 3.352 5.797 -3.453
C 2.766 6.953 -2.889
C 3.086 8.205 -3.435
C 3.003 4.469 -2.990
Pd 0.781 -1.209 0.427
P -4.986 -3.744 -0.196
C 1.878 4.209 -2.272
C 1.544 2.890 -1.812
C 0.220 2.618 -1.415
C -0.128 1.337 -0.968
C 0.918 0.445 -0.787
C 2.197 0.611 -1.301
C 2.531 1.881 -1.779
Br -1.246 -2.130 -0.747
H 3.661 3.667 -3.321
H 1.155 5.004 -2.092
H 4.720 5.111 -5.007
H 2.071 6.889 -2.054
H 5.202 7.419 -5.825
H 2.636 9.107 -3.019
H -0.520 3.415 -1.477
H 3.549 2.100 -2.092
H -1.150 1.037 -0.768
H 2.910 -0.207 -1.299
P 0.055 -0.278 2.297
C -4.129 -3.609 -1.817
C -5.082 -3.770 -3.003
H -3.352 -4.386 -1.833
H -3.628 -2.631 -1.837
H -4.509 -3.957 -3.916
H -5.762 -4.615 -2.853
H -5.682 -2.869 -3.168
C -5.359 -1.993 0.211
C -6.574 -1.841 1.134
H -5.549 -1.500 -0.753
H -4.447 -1.573 0.656
H -6.906 -0.798 1.147
H -7.416 -2.454 0.794
H -6.342 -2.125 2.165
C -3.677 -4.204 1.008
C -3.633 -5.721 1.204
H -3.943 -3.706 1.956
H -2.724 -3.790 0.628
H -3.021 -5.983 2.072
H -4.638 -6.119 1.374
H -3.212 -6.234 0.335
C 0.227 -1.450 3.684
C 0.956 -0.901 4.903
H 0.760 -2.315 3.271
H -0.797 -1.761 3.927
H 2.026 -0.775 4.694
H 0.538 0.053 5.250
H 0.868 -1.620 5.727
C -1.722 0.106 2.199
C -2.082 1.588 2.224
H -2.177 -0.424 3.049
H -2.067 -0.390 1.276
H -1.805 2.059 3.174
H -1.605 2.138 1.406
H -3.166 1.692 2.106
C 0.982 1.270 2.572
C 2.483 1.089 2.355
H 0.747 1.636 3.583
H 0.577 2.000 1.855
H 2.914 1.971 1.864
H 3.023 0.927 3.296
H 2.686 0.228 1.701
N 4.848 -3.357 -0.664
C 4.715 -3.102 0.803
C 3.307 -2.552 0.996
O 2.907 -2.253 2.138
O 2.668 -2.436 -0.118
H 4.534 -4.318 -0.837
H 5.814 -3.286 -0.985
H 4.205 -2.717 -1.172
H 4.849 -4.030 1.358
H 5.473 -2.378 1.106
```

Values from the calculation:
Energy ... -127902.820 eV
LUMO energy (alpha / beta) ... -1.0 / -1.0 eV
HOMO-LUMO gap (alpha / beta) ... 5.33 / 5.33 eV

- The highest energy belongs to which entry?
  C27H45BrN2O2P2Pd